Density functional theory data (ωB97M-V/def2-TZVPD) for a 2-piece molecular cluster, C2H7NO3 overall.

XYZ file:
```
13
Properties=species:S:1:pos:R:3
O -0.64263 -2.49643 1.00058
C -0.30810 -1.77358 0.00543
N -0.27056 -0.44433 0.10504
C -0.79816 0.07108 1.32544
O -0.92230 1.44114 1.75858
H 0.21442 -2.18218 -0.91669
H 0.03412 0.06801 -0.70017
H -0.28097 -0.43320 1.98295
H -1.76782 -0.44419 1.44296
H -0.69158 2.17983 1.21361
O 2.24246 2.28186 -3.36174
H 2.65833 2.21926 -4.25806
H 2.94471 2.10518 -2.66430
```

## Properties
HOMO in eV: -9.82
Spin multiplicity: 1
Kohn-Sham gap in eV: 10.12
SMILES: O=CNCO.O

These are the natural (NBO) partial charges, in e, on atoms 1 to 6: number 1, O, carries -0.64; number 2, C, carries 0.49; number 3, N, carries -0.61; number 4, C, carries 0.10; number 5, O, carries -0.72; number 6, H, carries 0.13

=====

Density functional theory data (ωB97M-V/def2-TZVPD) for a 2-piece molecular cluster, C2H7NO3 overall.

XYZ file:
```
13
Properties=species:S:1:pos:R:3
O -0.23850 2.21543 0.32433
C 0.49928 1.85599 -0.59363
N 0.72949 0.47834 -0.53087
C 0.29678 -0.28809 0.78818
O 0.99170 -1.53273 0.51257
H 1.06086 2.38618 -1.30966
H 1.28213 -0.05105 -1.09070
H 0.48816 0.29136 1.66009
H -0.74560 -0.71053 0.56794
H 1.84574 -1.65384 0.79137
O -2.45734 -0.80219 -0.33699
H -1.93037 -1.32957 0.24701
H -1.82232 -0.85931 -1.02965
```

## Properties
HOMO in eV: -9.94
Spin multiplicity: 1
Kohn-Sham gap in eV: 10.50
SMILES: O=CNCO.O

These are the natural (NBO) partial charges, in e, on atoms 1 to 6: number 1, O, carries -0.61; number 2, C, carries 0.51; number 3, N, carries -0.65; number 4, C, carries 0.11; number 5, O, carries -0.75; number 6, H, carries 0.14

=====

Density functional theory data (ωB97M-V/def2-TZVPD) for a 2-piece molecular cluster, C2H7NO4 overall.

XYZ file:
```
14
Properties=species:S:1:pos:R:3
C -2.06768 0.55264 1.52207
C -0.87120 0.57557 0.95016
O 0.31430 0.51707 1.63512
O -0.68587 0.64704 -0.37631
H -2.95374 0.60146 0.92293
H -2.17856 0.49009 2.58759
H 0.14168 0.47657 2.58070
H 0.28209 0.66722 -0.54706
N 0.86408 -1.37807 -2.21916
O 1.79365 -1.26130 -1.28911
O 2.00148 0.15841 -0.83085
H 1.10841 -0.94221 -3.10481
H -0.07419 -1.14015 -1.90069
H 2.32554 0.03566 0.06943
```

## Properties
HOMO in eV: -8.59
Spin multiplicity: 1
Kohn-Sham gap in eV: 9.20
SMILES: C=C(O)O.NOO

These are the natural (NBO) partial charges, in e, on atoms 1 to 6: number 1, C, carries -0.64; number 2, C, carries 0.61; number 3, O, carries -0.71; number 4, O, carries -0.71; number 5, H, carries 0.22; number 6, H, carries 0.20

=====

Density functional theory data (ωB97M-V/def2-TZVPD) for a 2-piece molecular cluster, C2H7NOP overall.

XYZ file:
```
12
Properties=species:S:1:pos:R:3
C 1.59358 0.97963 0.65186
C -0.63136 -0.35005 0.99188
N 2.48965 0.17664 0.24476
O 2.43649 -0.42464 -0.94522
P -1.39244 -0.09301 -0.53447
H 0.77981 1.29366 -0.08955
H 1.69024 1.20044 1.68496
H -1.47178 -0.59509 1.75009
H -0.18989 -1.32648 0.86791
H -0.37251 0.08988 -1.39208
H -2.07320 -1.17142 -1.37198
H 1.58053 -0.11959 -1.23876
```

## Properties
HOMO in eV: -2.66
Spin multiplicity: 1
Kohn-Sham gap in eV: 7.14
Charge: -1

These are the natural (NBO) partial charges, in e, on atoms 1 to 6: number 1, C, carries -0.16; number 2, C, carries -1.21; number 3, N, carries -0.19; number 4, O, carries -0.55; number 5, P, carries 0.22; number 6, H, carries 0.17

=====

Density functional theory data (ωB97M-V/def2-TZVPD) for a 2-piece molecular cluster, C2H7NOS overall.

XYZ file:
```
12
Properties=species:S:1:pos:R:3
C 1.04136 1.18298 -0.69275
C 0.29289 -1.18102 -0.12767
N 0.09650 0.10846 -0.58496
O -2.14276 -0.47058 1.39299
S -1.94210 1.13766 1.12432
H 0.63795 2.08821 -1.23870
H 1.44923 1.54467 0.38254
H 2.12119 0.88564 -0.95989
H 1.25511 -1.34048 0.24830
H -0.40939 -1.21924 0.75227
H 0.16165 -1.81292 -0.96103
H -2.56163 -0.92338 0.66457
```

## Properties
HOMO (spin up / spin down) in eV: -7.87 / -7.87
Spin multiplicity: 1
Kohn-Sham gap (spin up / spin down) in eV: 6.07 / 6.07

These are the natural (NBO) partial charges, in e, on atoms 1 to 6: number 1, C, carries -0.47; number 2, C, carries -0.48; number 3, N, carries -0.29; number 4, O, carries -0.83; number 5, S, carries 0.27; number 6, H, carries 0.23

=====

Density functional theory data (ωB97M-V/def2-TZVPD) for C2H7NOS2 as an isolated structure.

XYZ file:
```
13
Properties=species:S:1:pos:R:3
C 1.09917 0.81038 -0.50167
C -0.22961 0.54853 -1.37271
N -0.19341 -1.02235 2.28918
O -1.34297 0.34682 -0.57165
S -0.74325 -2.32088 1.46769
S -2.17690 -1.09359 -0.50043
H 1.81574 0.87519 -1.29521
H 1.02957 1.79753 -0.07191
H 1.34111 0.09868 0.20600
H -0.04902 -0.38632 -1.96741
H -0.31758 1.43564 -2.12167
H -0.86789 -0.37823 2.63748
H 0.63507 -0.71139 1.80233
```

## Properties
HOMO (spin up / spin down) in eV: -8.54 / -8.55
Spin multiplicity: 1
Kohn-Sham gap (spin up / spin down) in eV: 7.48 / 7.50

These are the natural (NBO) partial charges, in e, on atoms 1 to 6: number 1, C, carries -0.61; number 2, C, carries -0.06; number 3, N, carries -0.95; number 4, O, carries -0.68; number 5, S, carries 0.28; number 6, S, carries 0.27

=====

no.,largest force on an atom (eV/Å),DFT total energy (a.u.)
1,5.470,-360.8227
2,6.033,-360.8053
3,1.214,-435.9552
4,4.058,-551.5835
5,3.780,-608.3837
6,4.265,-1006.6679